A molecular structure, F4N2O8S4Sn at a distorted geometry. Source: the OMol25 dataset; level of theory: ωB97M-V with the def2-TZVPD basis set.

Computed properties:
Charge   -1
HOMO (alpha / beta)   -6.376 / -8.045 eV
HOMO-LUMO gap (alpha / beta)   6.08 / 7.88 eV
Multiplicity   2
<S²>   0.7526
LUMO energy (alpha / beta)   -0.3 / -0.2 eV

Each line ends with the Mulliken spin population.
Geometry (Å):
Sn (-16.4416, -19.1816, 6.6156)  0.995
N (-15.6594, -16.8633, 8.3416)  -0.014
S (-14.7895, -16.9304, 9.5839)  0.006
O (-15.5073, -17.1155, 10.8319)  0.000
O (-13.5310, -16.2399, 9.5839)  -0.002
F (-14.3201, -18.4374, 9.2666)  0.005
S (-15.6976, -15.2587, 8.1785)  0.003
O (-14.7160, -14.6864, 7.2988)  0.001
O (-16.0595, -14.4764, 9.3918)  -0.001
F (-17.0214, -15.1958, 7.2784)  0.002
N (-18.6295, -19.0380, 4.6034)  0.005
S (-18.3915, -18.5366, 2.9625)  -0.012
O (-19.4940, -18.2392, 2.1540)  -0.002
O (-17.2368, -19.2303, 2.3412)  0.005
F (-17.8100, -17.0497, 3.2905)  0.002
S (-19.6046, -20.0844, 4.1705)  0.010
O (-19.1835, -21.2022, 3.3060)  -0.002
O (-21.0007, -19.6766, 4.2080)  -0.001
F (-19.5877, -21.0459, 5.5013)  -0.001

---

A gas-phase ion, C4H6Cl3N4 (charge +1) at a distorted geometry. Source: the OMol25 dataset; level of theory: ωB97M-V with the def2-TZVPD basis set.

Computed properties:
Charge   +1
HOMO   -14.014 eV
Energy relative to the best compared isomer or geometry (same formula, charge and spin)   118.3 kJ/mol
HOMO-LUMO gap   7.82 eV
SMILES string   [H]/N=C(\N)CC=[N+]=NC(Cl)(Cl)Cl
LUMO energy   -6.2 eV

Each line ends with the Löwdin charge.
Geometry (Å):
C (0.2956, -1.7262, 0.6847)  0.021
C (1.0251, 0.5743, -0.0895)  -0.454
C (1.4504, -0.8423, 0.2384)  -0.034
C (-2.3684, 0.1838, 0.1117)  -1.607
N (-0.8415, -1.2952, 0.9859)  0.109
N (-1.4513, -0.2810, 1.0130)  -0.026
N (0.2040, 1.3099, 0.6067)  0.132
N (1.7268, 1.0781, -1.1555)  0.185
Cl (-3.7193, -0.9271, 0.3697)  0.705
Cl (-2.8003, 1.8517, 0.4702)  0.667
Cl (-1.8867, 0.1848, -1.6229)  0.616
H (0.3801, -2.7523, 0.6900)  0.123
H (2.1457, -0.6975, 1.0732)  0.154
H (2.0231, -1.3444, -0.5330)  0.131
H (-0.0442, 2.1635, 0.0684)  0.073
H (2.3085, 0.4639, -1.6172)  0.082
H (1.5525, 2.0560, -1.2938)  0.124

---

3 unconnected molecules or ions with the total composition C20H31NO8P2S2. Source: the OMol25 dataset; level of theory: ωB97M-V with the def2-TZVPD basis set.

Computed properties:
Charge   0
HOMO   -7.964 eV
HOMO-LUMO gap   6.30 eV
SMILES string   CCP(CC)[PH](CCN)(S(C)(=O)=O)S(C)(=O)=O.O=C1C=CC(=O)C=C1.O=C1C=CC(=O)C=C1
LUMO energy   -1.7 eV

Each line ends with the Löwdin charge.
Geometry (Å):
C (-2.6581, 3.2738, -2.1672)  -0.178
C (-1.5127, 2.3506, -2.5832)  -0.477
P (-1.0670, 1.1923, -1.2165)  0.856
C (-0.6082, -0.4238, -1.9713)  -0.452
C (-1.6567, -0.8907, -2.9897)  -0.151
P (0.7380, 2.3094, -0.3926)  0.678
C (2.0675, 3.3091, 0.4512)  -0.409
C (2.0213, 4.7522, -0.0436)  -0.372
N (3.2943, 5.4099, 0.2381)  0.001
S (0.8056, 0.7857, 1.3412)  0.479
C (-0.8506, 0.3331, 1.8387)  -0.206
O (1.4462, 1.3404, 2.5178)  -0.390
O (1.4175, -0.3810, 0.7236)  -0.393
S (2.1547, 1.9878, -2.2426)  0.528
C (3.1251, 0.5666, -1.7850)  -0.160
O (1.3259, 1.6214, -3.3718)  -0.393
O (3.0724, 3.0999, -2.3429)  -0.362
H (-2.3533, 3.9569, -1.3723)  0.055
H (-2.9790, 3.8818, -3.0152)  0.070
H (-3.5182, 2.7067, -1.8081)  0.061
H (-1.7962, 1.7509, -3.4484)  0.070
H (-0.6513, 2.9326, -2.9109)  0.052
H (-0.5520, -1.1330, -1.1425)  0.060
H (0.3650, -0.3885, -2.4505)  0.040
H (-2.6681, -0.5752, -2.7201)  0.070
H (-1.6556, -1.9795, -3.0366)  0.042
H (-1.4266, -0.5012, -3.9810)  0.072
H (-0.1402, 3.4400, -0.4109)  0.009
H (3.0643, 2.8977, 0.2742)  0.086
H (1.8782, 3.2691, 1.5240)  0.063
H (1.1701, 5.2501, 0.4434)  0.105
H (1.8528, 4.7832, -1.1237)  0.086
H (3.2089, 6.4178, 0.1830)  0.068
H (3.6021, 5.1894, 1.1793)  0.067
H (-0.7214, 0.0179, 2.8730)  0.043
H (-1.5200, 1.1881, 1.7918)  0.055
H (-1.2001, -0.4931, 1.2251)  0.048
H (3.2888, 0.5548, -0.7091)  0.050
H (4.0685, 0.7168, -2.3114)  0.073
H (2.6214, -0.3386, -2.1105)  0.060
C (-0.9453, -6.1076, -2.6918)  0.021
C (-0.4361, -7.0498, -3.4800)  0.022
C (-0.7932, -7.1259, -4.9207)  -0.386
O (-0.3310, -7.9847, -5.6386)  0.110
C (-1.7395, -6.1077, -5.4471)  0.022
C (-2.2487, -5.1660, -4.6583)  0.021
C (-1.8910, -5.0919, -3.2192)  -0.383
O (-2.3521, -4.2296, -2.5016)  0.091
H (-0.7024, -6.0286, -1.6397)  0.122
H (0.2556, -7.8021, -3.1230)  0.122
H (-1.9811, -6.1851, -6.4995)  0.122
H (-2.9396, -4.4126, -5.0150)  0.123
C (-0.3800, -0.3378, 8.5336)  0.020
C (-1.1461, 0.5403, 7.8932)  0.019
C (-0.9058, 0.8725, 6.4654)  -0.382
O (-1.6106, 1.6645, 5.8765)  0.104
C (0.2240, 0.1937, 5.7833)  0.023
C (0.9889, -0.6869, 6.4223)  0.029
C (0.7475, -1.0237, 7.8486)  -0.386
O (1.4404, -1.8266, 8.4343)  0.107
H (-0.5325, -0.6009, 9.5726)  0.121
H (-1.9748, 1.0512, 8.3669)  0.121
H (0.3826, 0.4592, 4.7456)  0.089
H (1.8174, -1.1951, 5.9452)  0.125

---

4 unconnected molecules or ions with the total composition C4H12O4 at a distorted geometry. Source: the OMol25 dataset; level of theory: ωB97M-V with the def2-TZVPD basis set.

Computed properties:
Charge   +1
HOMO (alpha / beta)   -15.066 / -14.979 eV
Energy relative to the best compared isomer or geometry (same formula, charge and spin)   158.8 kJ/mol
HOMO-LUMO gap (alpha / beta)   11.25 / 5.87 eV
Multiplicity   2
<S²>   0.7603
LUMO energy (alpha / beta)   -3.8 / -9.1 eV

Each line ends with the Mulliken spin population.
Geometry (Å):
C (-1.2434, 0.9573, 0.6608)  0.307
C (-0.0610, 1.3226, 0.3565)  0.241
O (1.1578, 1.1668, 0.8725)  0.140
C (0.2024, 2.2461, -0.7921)  0.095
C (0.0677, 1.8088, -2.0510)  0.140
H (-1.4779, 0.2794, 1.5957)  0.033
H (-2.1426, 0.9738, 0.0097)  0.012
H (1.1921, 0.3648, 1.4228)  -0.003
H (0.3922, 3.2320, -0.5330)  -0.003
H (-0.4930, 0.8682, -2.2851)  0.008
H (0.5389, 2.4668, -2.8620)  0.013
H (-0.9510, -2.0965, 1.1814)  -0.001
H (-1.8760, -1.8825, 2.3588)  -0.001
O (-1.9324, -2.1771, 1.4578)  0.022
H (1.4536, -1.8930, 0.1234)  0.000
H (1.5433, -3.0128, 1.1493)  0.000
O (1.3278, -2.1278, 1.0516)  0.000
H (0.1018, -0.7159, -0.7966)  -0.001
H (1.4235, -0.6452, -1.6109)  -0.001
O (0.7760, -1.1357, -1.3094)  0.001

---

A molecular structure, C16H24BrClNO18S3. Source: the OMol25 dataset; level of theory: ωB97M-V with the def2-TZVPD basis set.

Computed properties:
Charge   -1
HOMO   -6.579 eV
HOMO-LUMO gap   8.27 eV
LUMO energy   1.7 eV

Each line ends with the Löwdin charge.
Geometry (Å):
O (1.1398, 4.0604, -1.5124)  -0.347
S (0.8474, 2.7187, -1.1135)  0.361
O (1.9018, 1.8948, -0.5942)  -0.369
Cl (0.1471, 1.7736, -2.7767)  0.453
C (-0.5289, 2.7093, 0.0442)  -0.240
C (-1.8335, 2.0601, -0.3951)  -0.291
C (-2.7209, 3.0009, -1.2011)  -0.234
C (-3.8420, 2.3273, -1.9820)  -0.248
S (-4.9354, 1.3054, -1.0126)  0.502
O (-5.3156, 2.1292, 0.1094)  -0.327
O (-5.9675, 0.8621, -1.9135)  -0.329
N (-4.0851, 0.0769, -0.4004)  -0.366
S (-3.7591, -1.1624, -1.2928)  0.202
O (-4.3619, -2.3638, -0.7973)  -0.382
O (-3.7137, -0.9320, -2.7092)  -0.382
Br (-1.5472, -1.5861, -0.8172)  0.347
H (-0.6472, 3.7699, 0.2722)  0.109
H (-0.1237, 2.1920, 0.9140)  0.102
H (-1.6314, 1.1461, -0.9473)  0.007
H (-2.3368, 1.7380, 0.5162)  0.095
H (-2.1036, 3.5381, -1.9325)  0.101
H (-3.1465, 3.7626, -0.5432)  0.117
H (-4.5211, 3.1019, -2.3467)  0.102
H (-3.4957, 1.7547, -2.8435)  0.098
C (-2.8140, -2.5212, 3.5699)  -0.112
C (-3.6208, -1.7134, 4.5665)  -0.112
O (-3.0288, -0.4148, 4.4385)  0.058
C (-2.4396, -0.3268, 3.2199)  -0.559
O (-1.9558, 0.6668, 2.7820)  0.153
O (-2.4356, -1.5341, 2.6130)  0.033
H (-3.3830, -3.3035, 3.0750)  0.139
H (-1.9123, -2.9465, 4.0158)  0.118
H (-4.6735, -1.6473, 4.2859)  0.135
H (-3.5243, -2.0641, 5.5879)  0.109
C (0.7947, -4.2008, 6.9553)  -0.112
C (0.4637, -5.6269, 6.5513)  -0.112
O (-0.9602, -5.6583, 6.6963)  0.062
C (-1.4292, -4.3939, 6.5955)  -0.568
O (-2.5748, -4.0984, 6.4891)  0.162
O (-0.4087, -3.5071, 6.6156)  0.060
H (1.6291, -3.7680, 6.4112)  0.133
H (0.9627, -4.1014, 8.0290)  0.132
H (0.7118, -5.8313, 5.5088)  0.134
H (0.9107, -6.3830, 7.1904)  0.130
C (4.3520, 0.3008, -1.8221)  -0.106
C (5.7620, 0.6679, -1.4053)  -0.104
O (6.5374, -0.4045, -1.9589)  0.056
C (5.8461, -0.9483, -2.9861)  -0.578
O (6.2861, -1.7432, -3.7532)  0.157
O (4.5883, -0.4545, -3.0241)  0.033
H (3.7157, 1.1556, -2.0275)  0.107
H (3.8525, -0.3464, -1.1018)  0.139
H (6.0964, 1.6054, -1.8529)  0.133
H (5.9061, 0.7057, -0.3296)  0.132
C (3.8897, 1.8331, -6.6419)  -0.114
C (3.1993, 1.5531, -5.3208)  -0.111
O (2.8933, 2.8733, -4.8583)  0.042
C (2.8358, 3.7033, -5.9239)  -0.570
O (2.4450, 4.8234, -5.9012)  0.167
O (3.3002, 3.0749, -7.0355)  0.052
H (3.7040, 1.0812, -7.4039)  0.131
H (4.9658, 1.9773, -6.5251)  0.131
H (2.2678, 0.9992, -5.4492)  0.134
H (3.8257, 1.0387, -4.6003)  0.108

---

- Number 1 is which compound?
  F4N2O8S4Sn